i.
A 2-piece molecular cluster, C2N2O3 overall. Source: the Open Molecules 2025 dataset; level of theory: ωB97M-V/def2-TZVPD.

Computed properties:
- frontier orbital gap (eV) = 9.98
- HOMO level (eV) = -12.0
- E_LUMO (eV) = -1.98

Structure (ORCA input):
```
! wB97M-V def2-TZVPD RIJCOSX def2/J DEFGRID3
* xyz 0 1
C -1.8545 -0.0164 -0.0234
C 0.0957 0.7212 0.2103
N -2.7515 -0.5040 -0.5089
N 1.1409 -0.4503 -0.0046
O 1.4273 -0.6730 -1.0981
O 0.3530 1.8150 0.4439
O 1.5890 -0.8925 0.9808
*
```

For each atom in turn, the Löwdin charge in e is: number 1, C, carries -0.11; number 2, C, carries -0.10; number 3, N, carries 0.03; number 4, N, carries -0.40; number 5, O, carries 0.18; number 6, O, carries 0.23; number 7, O, carries 0.17

ii.
A 2-piece molecular cluster, C2N2O3 overall. Source: the Open Molecules 2025 dataset; level of theory: ωB97M-V/def2-TZVPD.

Computed properties:
- frontier orbital gap (alpha / beta) (eV) = 8.02 / 8.04
- SMILES = N#CN=O.O=C=O
- HOMO level (alpha / beta) (eV) = -10.3 / -10.3
- E_LUMO (alpha / beta) (eV) = -2.28 / -2.31

Structure (ORCA input):
```
! wB97M-V def2-TZVPD RIJCOSX def2/J DEFGRID3
* xyz 0 1
C -1.3575 0.1820 -0.4238
C 1.8369 0.2516 -0.1318
N -1.8020 0.6393 -1.3808
N -1.1894 -0.7220 0.4471
O 2.3858 0.9815 -0.8190
O 1.2960 -0.4084 0.6430
O -1.1697 -0.9240 1.6653
*
```

For each atom in turn, the Löwdin charge in e is: number 1, C, carries -0.31; number 2, C, carries -0.42; number 3, N, carries 0.22; number 4, N, carries -0.01; number 5, O, carries 0.24; number 6, O, carries 0.19; number 7, O, carries 0.10

So which one is most stable? That would be ii, about 0.1010 hartree below the next structure.

i.
C32H36BaN4OPSSe2Si as an isolated structure. Source: the Open Molecules 2025 dataset; level of theory: ωB97M-V/def2-TZVPD.

Computed properties:
- frontier orbital gap (alpha / beta) (eV) = 5.15 / 5.95
- HOMO level (alpha / beta) (eV) = -1.1 / -1.9
- E_LUMO (alpha / beta) (eV) = 4.09 / 4.09

Structure (ORCA input):
```
! wB97M-V def2-TZVPD RIJCOSX def2/J DEFGRID3
* xyz -2 2
Ba -1.0615 -0.4712 1.3009
N 1.4711 1.5491 -1.6648
C 1.1540 1.6201 -2.9783
C 1.7397 2.6225 -3.7704
C 1.4035 2.7931 -5.1021
C 0.4679 1.9719 -5.6896
C -0.1349 0.9398 -4.9443
C -1.1064 0.1023 -5.5665
C -1.6882 -0.9116 -4.8210
C -1.3076 -1.1330 -3.5281
N -0.3552 -0.3571 -2.8739
C 0.2161 0.7412 -3.5873
H 2.2563 2.0662 -1.3094
H 1.1188 0.7466 -1.1415
H 2.4601 3.2779 -3.2949
H 1.8757 3.5832 -5.6758
H 0.1821 2.0943 -6.7275
H -1.3801 0.2825 -6.5977
H -2.4637 -1.5418 -5.2393
H -1.7488 -1.8988 -2.9140
C -1.5891 3.0898 -0.6841
C -2.7941 2.1857 -0.7113
C -3.9415 2.5517 -1.3967
C -5.0082 1.6501 -1.4021
C -4.8987 0.4438 -0.7618
C -3.6904 0.1048 -0.0779
N -2.6809 1.0271 -0.0594
N -3.4605 -1.0525 0.5498
Si -4.3463 -2.4906 0.5227
C -5.7932 -2.4794 1.7443
C -3.2054 -3.8864 1.0484
C -5.0626 -2.9989 -1.1543
H -1.4127 3.5174 -1.6722
H -0.6969 2.5407 -0.3875
H -1.7350 3.9133 0.0199
H -3.9943 3.4969 -1.9209
H -5.9254 1.9026 -1.9252
H -5.7136 -0.2684 -0.7658
H -5.4220 -2.2743 2.7517
H -6.3125 -3.4427 1.7611
H -6.5225 -1.7039 1.4943
H -2.6978 -3.6443 1.9866
H -2.4388 -4.0539 0.2883
H -3.7604 -4.8182 1.1938
H -5.9556 -2.4320 -1.4264
H -5.3268 -4.0605 -1.1469
H -4.3166 -2.8426 -1.9381
Se 2.0533 2.9397 1.3866
P 3.5728 1.6659 2.2028
Se 4.2496 -0.0736 1.1623
C 5.0100 2.7720 2.5501
C 6.1534 2.7175 1.7650
C 7.1997 3.6065 1.9818
C 7.1151 4.5501 2.9948
C 5.9746 4.6057 3.7882
C 4.9271 3.7268 3.5623
C 3.1170 1.1746 3.9146
C 1.8378 1.3691 4.4127
C 1.5299 0.9873 5.7144
C 2.5003 0.4179 6.5226
C 3.7826 0.2121 6.0230
C 4.0861 0.5817 4.7234
H 6.2141 1.9599 0.9922
H 8.0853 3.5571 1.3590
H 7.9320 5.2409 3.1688
H 5.9001 5.3413 4.5807
H 4.0292 3.7834 4.1663
H 1.0859 1.8143 3.7733
H 0.5252 1.1331 6.0920
H 2.2585 0.1207 7.5366
H 4.5416 -0.2470 6.6459
H 5.0745 0.4014 4.3168
C -0.6758 -1.4121 4.5981
O -0.7570 -0.8547 3.3323
H -0.2007 -2.4077 4.5850
H -1.6693 -1.5484 5.0617
H -0.0845 -0.8075 5.3051
S -0.3795 -2.1437 -0.9497
C -0.0462 -0.5954 -1.5301
*
```

For each atom in turn, the Löwdin charge in e is: number 1, Ba, carries 1.75; number 2, N, carries 0.09; number 3, C, carries -0.26; number 4, C, carries -0.06; number 5, C, carries -0.13; number 6, C, carries -0.10; number 7, C, carries -0.19; number 8, C, carries -0.07; number 9, C, carries -0.10; number 10, C, carries -0.12; number 11, N, carries -0.11; number 12, C, carries -0.07; number 13, H, carries 0.03; number 14, H, carries 0.00; number 15, H, carries 0.10; number 16, H, carries 0.09; number 17, H, carries 0.09; number 18, H, carries 0.09; number 19, H, carries 0.09; number 20, H, carries 0.04; number 21, C, carries -0.04; number 22, C, carries -0.35; number 23, C, carries -0.08; number 24, C, carries -0.11; number 25, C, carries -0.05; number 26, C, carries -0.49; number 27, N, carries -0.07; number 28, N, carries -0.24; number 29, Si, carries 0.32; number 30, C, carries -0.19; number 31, C, carries -0.19; number 32, C, carries -0.18; number 33, H, carries 0.08; number 34, H, carries 0.03; number 35, H, carries 0.08; number 36, H, carries 0.09; number 37, H, carries 0.09; number 38, H, carries 0.07; number 39, H, carries 0.02; number 40, H, carries 0.01; number 41, H, carries 0.01; number 42, H, carries 0.03; number 43, H, carries 0.00; number 44, H, carries 0.02; number 45, H, carries 0.01; number 46, H, carries 0.02; number 47, H, carries 0.02; number 48, Se, carries 0.19; number 49, P, carries -0.02; number 50, Se, carries 0.13; number 51, C, carries -0.41; number 52, C, carries -0.12; number 53, C, carries -0.10; number 54, C, carries -0.12; number 55, C, carries -0.10; number 56, C, carries -0.10; number 57, C, carries -0.41; number 58, C, carries -0.11; number 59, C, carries -0.11; number 60, C, carries -0.11; number 61, C, carries -0.10; number 62, C, carries -0.11; number 63, H, carries 0.05; number 64, H, carries 0.09; number 65, H, carries 0.09; number 66, H, carries 0.09; number 67, H, carries 0.10; number 68, H, carries 0.05; number 69, H, carries 0.10; number 70, H, carries 0.09; number 71, H, carries 0.09; number 72, H, carries 0.10; number 73, C, carries -0.31; number 74, O, carries -0.86; number 75, H, carries 0.06; number 76, H, carries 0.06; number 77, H, carries 0.03; number 78, S, carries 0.39; number 79, C, carries -0.68

ii.
C32H36BaN4OPSSe2Si as an isolated structure. Source: the Open Molecules 2025 dataset; level of theory: ωB97M-V/def2-TZVPD.

Computed properties:
- frontier orbital gap (alpha / beta) (eV) = 5.59 / 6.25
- HOMO level (alpha / beta) (eV) = -1.5 / -2.1
- E_LUMO (alpha / beta) (eV) = 4.14 / 4.14

Structure (ORCA input):
```
! wB97M-V def2-TZVPD RIJCOSX def2/J DEFGRID3
* xyz -2 2
Ba -0.4004 -2.1959 -0.2799
N 1.9322 1.2091 0.3041
C 2.7089 1.7139 -0.6832
C 2.8019 3.1106 -0.8005
C 3.5641 3.7225 -1.7770
C 4.2728 2.9570 -2.6742
C 4.2180 1.5540 -2.5990
C 4.9718 0.7886 -3.5393
C 4.9176 -0.5909 -3.4817
C 4.1627 -1.2187 -2.5322
N 3.4131 -0.5306 -1.5840
C 3.4316 0.9086 -1.6150
H 1.5317 1.8149 1.0022
H 1.9561 0.1928 0.4062
H 2.2451 3.7038 -0.0847
H 3.6014 4.8049 -1.8253
H 4.8801 3.4091 -3.4488
H 5.5554 1.3090 -4.2872
H 5.4500 -1.2061 -4.1969
H 4.0611 -2.2890 -2.4703
C -0.5350 1.7226 -2.2278
C -0.5099 0.6011 -3.2319
C -0.4725 0.8725 -4.5918
C -0.4761 -0.2148 -5.4651
C -0.4934 -1.4958 -4.9780
C -0.4938 -1.7265 -3.5696
N -0.5335 -0.6372 -2.7433
N -0.4629 -2.9240 -2.9862
Si -0.1490 -4.4460 -3.6595
C -1.6474 -5.1703 -4.5584
C 0.2862 -5.6117 -2.2566
C 1.2940 -4.4734 -4.8822
H 0.1031 2.5473 -2.5494
H -0.1792 1.3801 -1.2573
H -1.5508 2.1079 -2.1088
H -0.4326 1.8938 -4.9461
H -0.4603 -0.0509 -6.5384
H -0.5009 -2.3416 -5.6521
H -2.4956 -5.2542 -3.8751
H -1.4387 -6.1630 -4.9681
H -1.9497 -4.5195 -5.3832
H -0.4862 -5.5845 -1.4822
H 1.2315 -5.3109 -1.7987
H 0.3804 -6.6461 -2.5981
H 1.0398 -4.0447 -5.8528
H 1.6352 -5.4998 -5.0503
H 2.1305 -3.9042 -4.4694
Se -0.9634 1.8000 2.1764
P -0.6779 2.0455 4.2928
Se 1.2248 1.6641 5.1829
C -1.2153 3.7635 4.6863
C -0.3194 4.7041 5.1718
C -0.7344 6.0075 5.4174
C -2.0516 6.3744 5.1904
C -2.9549 5.4333 4.7086
C -2.5366 4.1383 4.4527
C -1.9567 1.0956 5.2077
C -2.7963 0.1949 4.5701
C -3.7446 -0.5134 5.3002
C -3.8638 -0.3136 6.6657
C -3.0234 0.5895 7.3087
C -2.0700 1.2834 6.5844
H 0.7021 4.3951 5.3599
H -0.0242 6.7361 5.7905
H -2.3762 7.3899 5.3854
H -3.9856 5.7127 4.5251
H -3.2340 3.4098 4.0555
H -2.6968 0.0536 3.5007
H -4.3848 -1.2253 4.7941
H -4.6045 -0.8646 7.2336
H -3.1063 0.7438 8.3782
H -1.3929 1.9673 7.0830
C -2.9356 -4.1580 1.6367
O -2.0182 -3.4060 0.9456
H -2.4719 -5.0023 2.1820
H -3.7007 -4.6133 0.9785
H -3.4864 -3.5716 2.3947
S 2.6974 -2.9016 -0.6195
C 2.5936 -1.2065 -0.6933
*
```

For each atom in turn, the Löwdin charge in e is: number 1, Ba, carries 1.67; number 2, N, carries 0.09; number 3, C, carries -0.26; number 4, C, carries -0.06; number 5, C, carries -0.12; number 6, C, carries -0.09; number 7, C, carries -0.18; number 8, C, carries -0.06; number 9, C, carries -0.10; number 10, C, carries -0.12; number 11, N, carries -0.11; number 12, C, carries -0.06; number 13, H, carries 0.01; number 14, H, carries 0.01; number 15, H, carries 0.11; number 16, H, carries 0.09; number 17, H, carries 0.09; number 18, H, carries 0.09; number 19, H, carries 0.09; number 20, H, carries 0.03; number 21, C, carries -0.04; number 22, C, carries -0.36; number 23, C, carries -0.08; number 24, C, carries -0.11; number 25, C, carries -0.06; number 26, C, carries -0.49; number 27, N, carries 0.02; number 28, N, carries -0.19; number 29, Si, carries 0.32; number 30, C, carries -0.19; number 31, C, carries -0.19; number 32, C, carries -0.18; number 33, H, carries 0.07; number 34, H, carries 0.04; number 35, H, carries 0.08; number 36, H, carries 0.09; number 37, H, carries 0.09; number 38, H, carries 0.07; number 39, H, carries 0.02; number 40, H, carries 0.01; number 41, H, carries 0.01; number 42, H, carries 0.02; number 43, H, carries 0.00; number 44, H, carries 0.02; number 45, H, carries 0.01; number 46, H, carries 0.02; number 47, H, carries 0.02; number 48, Se, carries 0.18; number 49, P, carries -0.02; number 50, Se, carries 0.11; number 51, C, carries -0.41; number 52, C, carries -0.12; number 53, C, carries -0.10; number 54, C, carries -0.12; number 55, C, carries -0.10; number 56, C, carries -0.11; number 57, C, carries -0.41; number 58, C, carries -0.11; number 59, C, carries -0.09; number 60, C, carries -0.11; number 61, C, carries -0.10; number 62, C, carries -0.11; number 63, H, carries 0.04; number 64, H, carries 0.09; number 65, H, carries 0.09; number 66, H, carries 0.09; number 67, H, carries 0.10; number 68, H, carries 0.05; number 69, H, carries 0.10; number 70, H, carries 0.09; number 71, H, carries 0.09; number 72, H, carries 0.09; number 73, C, carries -0.38; number 74, O, carries -0.76; number 75, H, carries 0.05; number 76, H, carries 0.05; number 77, H, carries 0.05; number 78, S, carries 0.37; number 79, C, carries -0.71

So which one is most stable? That would be ii, about 0.0423 hartree below the next structure.

i.
The molecule C7H11I. Source: the Open Molecules 2025 dataset; level of theory: ωB97M-V/def2-TZVPD.

Computed properties:
- frontier orbital gap (eV) = 9.70
- SMILES = I[C@@H]1C[C@H]2CC[C@@H]1C2
- HOMO level (eV) = -9.2
- E_LUMO (eV) = 0.52

Structure (ORCA input):
```
! wB97M-V def2-TZVPD RIJCOSX def2/J DEFGRID3
* xyz 0 1
I -2.8300 -0.6369 1.8710
C 1.2692 0.6753 -0.6114
C -0.9623 1.1495 0.0998
C 1.5162 -0.4826 0.3141
C -0.4779 -0.9146 -0.8126
C -0.8273 0.0047 1.2494
C -0.2370 0.5092 -1.0748
C 0.0949 -1.0266 0.6009
H 1.9249 0.7189 -1.4898
H 1.4721 1.6462 -0.1108
H -0.6882 2.1033 0.4392
H -2.0296 1.0717 -0.2055
H 2.1534 -0.2107 1.1668
H 2.0968 -1.2294 -0.3158
H -1.5296 -1.2507 -0.8477
H -0.0232 -1.5320 -1.5559
H -0.4222 0.4450 2.1934
H -0.5496 1.0299 -1.9975
H 0.0492 -2.0700 1.0872
*
```

For each atom in turn, the Löwdin charge in e is: number 1, I, carries 0.76; number 2, C, carries -0.17; number 3, C, carries -0.20; number 4, C, carries -0.16; number 5, C, carries -0.20; number 6, C, carries -0.64; number 7, C, carries -0.30; number 8, C, carries -0.33; number 9, H, carries 0.11; number 10, H, carries 0.11; number 11, H, carries 0.09; number 12, H, carries 0.07; number 13, H, carries 0.11; number 14, H, carries 0.13; number 15, H, carries 0.11; number 16, H, carries 0.11; number 17, H, carries 0.07; number 18, H, carries 0.15; number 19, H, carries 0.16

ii.
The molecule C7H11I. Source: the Open Molecules 2025 dataset; level of theory: ωB97M-V/def2-TZVPD.

Computed properties:
- frontier orbital gap (alpha / beta) (eV) = 7.62 / 7.77
- SMILES = C=C(C)/C(C)=C(/C)I
- HOMO level (alpha / beta) (eV) = -7.4 / -7.6
- E_LUMO (alpha / beta) (eV) = 0.26 / 0.20

Structure (ORCA input):
```
! wB97M-V def2-TZVPD RIJCOSX def2/J DEFGRID3
* xyz 0 1
C -0.1120 -1.3925 -1.9156
C -0.7825 -0.8222 -0.8238
C 0.0225 -0.2236 0.2119
C 1.4123 0.9573 -0.1824
C -2.2567 -0.7543 -0.7647
C -0.2322 -0.2827 1.6662
C 1.9836 1.7203 0.9440
I 1.5753 1.6088 -2.1590
H -0.7609 -1.5467 -2.7155
H 0.9746 -1.6801 -1.7639
H -2.6528 -1.6901 -0.3513
H -2.6275 -0.7953 -1.7518
H -2.6703 0.2024 -0.2213
H -0.2504 0.7008 2.1493
H 0.6477 -0.7793 2.0607
H -1.0752 -0.9053 2.0149
H 2.2469 1.1159 1.8359
H 2.9581 1.9396 0.5459
H 1.5996 2.6270 1.2206
*
```

For each atom in turn, the Löwdin charge in e is: number 1, C, carries 0.01; number 2, C, carries -0.42; number 3, C, carries -0.16; number 4, C, carries -0.64; number 5, C, carries -0.08; number 6, C, carries -0.11; number 7, C, carries -0.23; number 8, I, carries 0.83; number 9, H, carries 0.03; number 10, H, carries 0.08; number 11, H, carries 0.09; number 12, H, carries 0.05; number 13, H, carries 0.13; number 14, H, carries 0.08; number 15, H, carries 0.08; number 16, H, carries 0.09; number 17, H, carries 0.09; number 18, H, carries 0.05; number 19, H, carries 0.04

So which one is most stable? That would be i, about 0.1671 hartree below the next structure.